1.
{
  "formula": "C6H17I2NO3Pd",
  "method": "the ωB97M-V functional and the def2-TZVPD basis",
  "elements": ["I", "I", "Pd", "O", "O", "O", "N", "C", "C", "C", "C", "C", "C", "H", "H", "H", "H", "H", "H", "H", "H", "H", "H", "H", "H", "H", "H", "H", "H", "H"],
  "coordinates": [[-1.3442, 3.7229, 0.3105], [-2.8541, 0.3105, -2.2842], [-0.8105, 1.1192, -0.5877], [0.7063, 1.5085, -2.2996], [-0.0220, -1.0213, -0.4901], [1.4061, 1.5270, 0.4256], [-1.6922, 0.3349, 1.2460], [-0.7424, -1.7882, 0.4459], [0.7521, -1.7879, -1.3804], [1.8849, 2.1794, -1.8387], [2.4286, 1.5573, -0.5926], [-1.0351, -0.9363, 1.6660], [-1.8550, -1.7154, 2.6978], [-1.2421, -2.4102, 3.2690], [1.6905, -2.1068, -0.9062], [1.6493, 3.2298, -1.6462], [0.2043, -2.6702, -1.7220], [-1.6620, -2.1739, -0.0145], [2.6627, 2.1295, -2.6061], [3.2403, 2.2141, -0.2708], [-0.0752, -0.6744, 2.1207], [-1.7489, 0.9721, 2.0409], [-0.1332, -2.6508, 0.7432], [2.7931, 0.5432, -0.7696], [0.6499, 1.6026, -3.2546], [-2.6675, -2.2671, 2.2163], [-2.3149, -1.0229, 3.4051], [-2.6800, 0.1347, 1.0632], [1.8335, 1.3074, 1.2578], [0.9778, -1.1680, -2.2448]],
  "forces_ev_per_angstrom": [[0.029, -0.424, -0.292], [0.336, 0.109, 0.330], [-0.551, 0.848, 0.022], [0.604, -0.177, 0.102], [0.299, -0.125, 0.088], [0.584, 0.081, -0.518], [-0.656, -0.798, 0.642], [-0.044, -0.315, 0.150], [0.184, -0.221, -0.392], [-0.159, 0.433, -0.368], [-0.352, -0.044, 0.571], [-0.106, 0.089, 0.239], [-0.193, 0.207, -0.141], [0.040, -0.084, -0.082], [-0.134, 0.001, 0.012], [-0.083, -0.040, 0.016], [-0.022, 0.035, -0.006], [-0.030, 0.146, 0.009], [-0.001, 0.015, 0.036], [0.169, -0.192, 0.054], [-0.034, 0.183, -0.116], [0.399, 0.181, -0.248], [-0.072, 0.030, 0.110], [0.074, -0.013, -0.066], [-0.429, 0.032, 0.022], [0.060, -0.001, 0.020], [0.074, -0.018, 0.043], [0.197, 0.015, -0.389], [-0.173, -0.002, 0.120], [-0.011, 0.046, 0.033]],
  "gap_ev": [7.619, 6.821],
  "e_above_lowest_kj_mol": 0.0,
  "multiplicity": 3,
  "energy_ha": -1242.5595,
  "lumo_ev": [0.1, -0.9],
  "total_charge": 0
}

***

2.
{
  "formula": "C5H7N",
  "method": "the ωB97M-V functional and the def2-TZVPD basis",
  "elements": ["N", "C", "C", "C", "C", "C", "H", "H", "H", "H", "H", "H", "H"],
  "coordinates": [[0.8725, 0.1897, -0.2564], [-2.2562, -1.3499, -1.0996], [1.4552, -0.9656, -0.1884], [-0.4318, 0.4626, -0.5583], [-1.3881, -0.5292, -0.9015], [0.4844, 1.2812, 1.1585], [2.5064, -1.0012, 0.0798], [-0.5087, 1.6249, 1.4459], [-0.6509, 1.4917, -0.8127], [0.9165, -1.8847, -0.4170], [0.8976, 0.6219, 1.9149], [1.1406, 2.1130, 0.9157], [-3.0375, -2.0545, -1.2808]],
  "forces_ev_per_angstrom": [[-0.188, -0.084, -0.106], [0.342, 0.311, 0.081], [-0.019, -0.030, 0.009], [-0.005, -0.026, -0.171], [-0.321, -0.304, -0.093], [0.137, 0.185, 0.342], [-0.173, 0.041, -0.017], [0.130, -0.100, -0.077], [0.008, -0.129, 0.083], [0.011, 0.120, 0.099], [-0.007, 0.081, -0.177], [-0.090, -0.153, 0.017], [0.176, 0.088, 0.010]],
  "gap_ev": [7.102, 7.103],
  "e_above_lowest_kj_mol": 617.9,
  "multiplicity": 1,
  "energy_ha": -249.2379,
  "lumo_ev": [0.1, 0.1],
  "total_charge": 0
}

***

3.
{
  "formula": "C34H87BrFN12O4P4",
  "method": "the ωB97M-V functional and the def2-TZVPD basis",
  "elements": ["Br", "P", "P", "P", "P", "F", "O", "O", "O", "O", "N", "N", "N", "N", "N", "N", "N", "N", "N", "N", "N", "N", "C", "C", "C", "C", "C", "C", "C", "C", "C", "C", "C", "C", "C", "C", "C", "C", "C", "C", "C", "C", "C", "C", "C", "C", "C", "C", "C", "C", "C", "C", "C", "C", "C", "C", "H", "H", "H", "H", "H", "H", "H", "H", "H", "H", "H", "H", "H", "H", "H", "H", "H", "H", "H", "H", "H", "H", "H", "H", "H", "H", "H", "H", "H", "H", "H", "H", "H", "H", "H", "H", "H", "H", "H", "H", "H", "H", "H", "H", "H", "H", "H", "H", "H", "H", "H", "H", "H", "H", "H", "H", "H", "H", "H", "H", "H", "H", "H", "H", "H", "H", "H", "H", "H", "H", "H", "H", "H", "H", "H", "H", "H", "H", "H", "H", "H", "H", "H", "H", "H", "H", "H"],
  "coordinates": [[4.0128, -6.4238, 0.8098], [1.5318, -1.1195, 1.7165], [-3.4248, -0.3376, -1.7266], [-8.3283, -3.7567, 1.6452], [7.0978, 5.2681, -1.9927], [5.4731, -1.0370, 1.8695], [5.7465, 4.6114, -1.8818], [3.7976, 0.3498, 1.0965], [-7.0604, -3.3153, 0.9409], [-2.4402, 0.0294, -0.6469], [4.0324, 0.4773, 5.6147], [8.8255, 5.3815, -2.1791], [-4.8676, -0.2503, -0.8122], [-7.8964, -5.3936, 1.9469], [-9.7443, -3.8358, 2.6643], [-4.2394, -1.3431, -2.8903], [7.0472, 6.3500, -0.6650], [2.9933, -0.8416, 3.9646], [4.5957, 0.5417, 3.2925], [6.8870, 6.0460, -3.5034], [-9.3648, -3.5923, 0.2828], [-3.2292, 0.9761, -2.8075], [-10.2425, -4.6219, -0.2362], [3.7114, -2.8197, 2.8633], [-1.8749, 1.3025, -3.2270], [-4.2202, 1.9684, -3.1632], [0.7600, -2.7096, 1.1985], [-6.0773, 0.4460, -1.1904], [-8.4737, -6.5786, 1.3519], [7.0769, 7.7968, -0.7147], [4.4753, 1.1432, -1.1006], [6.6820, 5.8031, 0.6304], [3.8636, 0.0669, 4.3464], [7.1901, 7.4343, -3.7920], [3.9670, -3.6793, 1.6345], [4.2804, -0.3535, -1.4160], [9.6286, 5.1215, -0.9659], [-3.5471, -1.5332, -4.1824], [3.3685, 2.0550, -1.7055], [4.6741, 1.2842, 0.4125], [-10.4320, -2.5242, 2.7864], [-6.6608, -5.6336, 2.6743], [-4.7430, -0.2687, 0.6414], [-9.5272, -4.3201, 4.0443], [5.7924, 5.5763, -4.3460], [4.3225, -0.3134, 2.1237], [2.6676, 2.9937, -0.7041], [-4.5336, -2.7013, -2.3595], [3.2251, -1.3967, 2.5851], [-0.9784, -0.1853, 2.3312], [2.2660, 1.3020, -2.4869], [0.4100, -0.3704, 2.9659], [4.5900, -5.0281, 2.0374], [0.5293, -3.7856, 2.2954], [-8.9241, -2.7058, -0.7848], [9.3447, 4.4722, -3.2330], [8.1582, 7.7306, -3.3918], [0.7699, 0.6009, 3.3058], [3.2937, -0.7111, -1.1262], [-2.5141, -1.8692, -4.0589], [7.2638, 7.5839, -4.8723], [9.5124, 5.9259, -0.2428], [4.6126, -2.7795, 3.4856], [7.2290, 8.2104, 0.2833], [7.5738, 5.5585, 1.2267], [5.4325, 1.3876, -1.5643], [6.0957, 4.8873, 0.5259], [1.1535, -4.6572, 2.0969], [5.7121, 1.0097, 0.6217], [2.4467, 2.5389, 0.2611], [4.1315, -0.2198, 6.3319], [4.2544, -5.3338, 3.0254], [9.3676, 4.1743, -0.4858], [-8.7287, -3.7781, 4.5574], [-1.4810, -1.1436, 2.2150], [-8.1950, -6.6882, 0.2973], [6.1434, 8.2144, -1.1081], [0.3039, -0.9908, 3.8664], [4.1074, 1.4510, 5.8519], [3.2739, 3.8957, -0.5956], [0.7189, -3.4049, 3.2980], [6.4157, 8.1126, -3.4171], [-3.5502, -0.6140, -4.7645], [1.7326, 3.3216, -1.1573], [-9.7735, -2.3894, -1.3952], [4.4049, -0.5378, -2.4808], [5.7104, 4.4930, -4.3124], [-0.5058, -4.1224, 2.2561], [7.9156, 8.1683, -1.3054], [-1.1364, 0.9535, -2.5028], [-9.8076, -1.7822, 3.2927], [-6.3596, 0.2658, -2.2265], [-1.6338, 0.8378, -4.1940], [2.6604, 0.7189, -3.3167], [-8.1925, -3.1961, -1.4400], [2.9467, -3.3211, 3.4640], [-1.6111, 0.4334, 2.9638], [-6.1388, -6.5162, 2.3016], [-6.9233, 0.0842, -0.5996], [-5.6759, -0.5942, 1.1060], [-0.2046, -2.4225, 0.7777], [-6.8514, -5.7806, 3.7477], [2.6590, -1.4888, 4.6688], [4.6872, -3.2051, 0.9666], [10.4102, 4.6449, -3.3809], [-5.1172, -2.6465, -1.4425], [-11.3572, -2.6405, 3.3501], [1.5720, 2.0432, -2.8797], [5.5731, 0.4704, 3.5719], [3.8544, 2.6918, -2.4467], [1.7247, 0.6653, -1.7837], [-0.8283, 0.2842, 1.3599], [-10.7975, -5.1205, 0.5559], [1.3465, -3.0864, 0.3631], [6.0738, 6.5023, 1.2063], [8.8549, 4.6596, -4.1852], [4.5589, 2.2999, 0.7852], [-3.6178, -3.2626, -2.1497], [10.6870, 5.0937, -1.2229], [4.8277, 6.0035, -4.0467], [-4.4256, 2.6601, -2.3379], [-4.0781, -2.2738, -4.7796], [-5.1555, 1.5128, -3.4929], [-5.9930, 1.5253, -1.0139], [-11.0007, -4.1750, -0.8854], [-9.2916, -5.3820, 4.0507], [3.0816, -3.8890, 1.0448], [-5.1254, -3.2618, -3.0828], [-4.4859, 0.7235, 1.0368], [-3.9817, -0.9761, 0.9602], [4.9986, -0.9593, -0.8580], [5.9812, 5.8466, -5.3872], [5.6731, -4.9815, 2.0058], [-10.4434, -4.2074, 4.6234], [-8.4761, -1.7975, -0.3900], [-3.8794, 2.5610, -4.0135], [-8.1352, -7.4732, 1.8772], [-9.5611, -6.5939, 1.4408], [-5.9698, -4.7943, 2.5760], [9.1958, 3.4198, -2.9729], [-10.7002, -2.1327, 1.8083], [-9.6996, -5.3675, -0.8282], [-1.7330, 2.3799, -3.3268]],
  "forces_ev_per_angstrom": [[0.178, 0.026, 0.095], [0.130, 0.997, -2.027], [-4.078, 4.701, 0.374], [-1.485, -4.886, -5.025], [-1.656, 5.943, -1.184], [0.289, 0.741, -0.253], [1.945, -2.709, 0.528], [0.978, 0.489, -0.169], [0.072, 2.315, 2.974], [1.372, -2.878, -1.001], [0.127, -0.225, -0.127], [-0.311, -2.923, 0.552], [0.115, -0.133, 0.540], [0.332, 0.090, 0.626], [1.606, 2.289, 1.545], [2.409, -1.711, 0.597], [-0.002, -0.448, 0.384], [1.013, -0.692, 0.642], [0.543, -0.503, 0.809], [-0.263, -0.286, -0.158], [-0.112, 0.456, -0.101], [0.549, -0.166, -0.127], [-0.471, 0.081, 0.255], [0.048, -0.130, -0.679], [0.232, -0.230, 0.098], [-0.399, -0.224, -0.147], [0.096, -0.357, 1.340], [-0.367, -0.215, -0.358], [-0.465, 0.028, 0.086], [0.369, 0.147, -0.253], [-0.392, -0.535, 0.076], [-0.016, -0.336, 0.003], [-0.410, -0.182, -0.894], [0.529, 0.048, -0.098], [0.843, -0.508, -0.216], [-0.054, 0.034, 0.087], [0.003, 0.364, 0.319], [-0.023, 0.369, -0.296], [-0.551, -0.011, -0.469], [1.017, -0.042, -0.475], [-0.312, 0.101, -0.323], [0.108, 0.297, 0.123], [0.311, 0.201, 0.150], [0.057, -0.499, 0.081], [-0.264, -0.089, 0.166], [-1.917, -1.422, -0.202], [0.395, 0.256, -0.612], [-0.399, 0.004, 0.259], [-0.924, 0.870, 1.989], [0.591, -0.083, -0.047], [0.361, 0.141, 0.616], [-0.451, -0.817, 0.905], [-0.444, 0.291, -0.061], [-0.142, 0.037, -0.755], [0.334, -0.074, -0.118], [-0.009, 0.165, -0.388], [-0.048, -0.053, 0.174], [0.320, -0.023, -0.236], [-0.038, 0.059, -0.003], [0.003, -0.096, -0.093], [-0.083, -0.108, -0.009], [-0.223, -0.010, -0.023], [0.088, 0.056, -0.108], [-0.046, -0.174, 0.068], [-0.058, 0.078, 0.090], [-0.005, 0.406, 0.156], [0.002, 0.031, -0.104], [0.056, -0.036, 0.244], [-0.056, -0.175, 0.083], [-0.050, -0.030, -0.010], [-0.402, 0.145, 0.240], [0.052, -0.121, 0.001], [0.123, -0.050, 0.020], [-0.069, 0.018, 0.113], [-0.033, 0.027, -0.207], [-0.079, -0.052, -0.001], [0.058, 0.067, -0.016], [0.020, 0.064, 0.039], [0.394, 0.027, -0.094], [0.025, -0.055, 0.421], [-0.016, -0.059, 0.057], [0.033, 0.036, -0.020], [0.075, 0.116, 0.181], [-0.098, 0.010, 0.162], [-0.132, -0.191, 0.083], [0.083, -0.057, 0.004], [-0.063, 0.022, 0.101], [0.008, -0.081, 0.139], [-0.097, -0.014, -0.102], [-0.083, -0.026, 0.051], [-0.087, -0.015, 0.138], [0.224, 0.048, -0.074], [0.028, 0.125, -0.031], [-0.061, -0.118, 0.026], [0.026, 0.136, -0.071], [-0.055, 0.093, 0.013], [0.047, 0.118, -0.032], [-0.059, -0.006, -0.079], [0.126, -0.065, 0.120], [-0.120, -0.007, -0.259], [0.105, 0.309, -0.075], [0.071, -0.116, -0.019], [-0.642, 0.341, -0.015], [-0.177, 0.219, -0.058], [0.004, 0.051, 0.138], [0.048, 0.171, 0.022], [0.063, -0.121, 0.062], [-0.049, -0.070, -0.112], [0.116, 0.727, -0.265], [0.127, 0.118, 0.162], [-0.186, -0.143, -0.246], [-0.517, -0.015, -0.107], [0.155, -0.048, 0.088], [-0.009, 0.001, -0.027], [-0.011, 0.059, -0.082], [-0.148, 0.088, 0.090], [-0.412, -0.068, 0.068], [-0.006, -0.090, -0.135], [-0.054, -0.073, -0.173], [-0.036, -0.049, -0.068], [-0.080, 0.007, -0.051], [-0.050, -0.087, 0.170], [-0.026, 0.009, 0.143], [-0.083, 0.013, -0.060], [0.087, 0.088, -0.028], [0.159, 0.035, -0.167], [-0.200, 0.253, 0.199], [0.061, 0.088, -0.109], [0.031, -0.054, 0.095], [0.086, 0.093, -0.037], [0.161, 0.014, -0.159], [0.120, 0.141, 0.062], [0.031, -0.165, 0.058], [-0.037, 0.164, -0.112], [0.130, -0.095, 0.040], [0.177, -0.069, 0.036], [0.138, 0.106, 0.076], [0.010, 0.059, -0.127], [-0.066, 0.037, -0.069], [0.146, -0.025, 0.034], [0.134, -0.121, -0.086], [-0.044, -0.028, -0.008], [-0.094, 0.016, 0.046]],
  "gap_ev": 6.613,
  "multiplicity": 1,
  "energy_ha": -6344.6718,
  "lumo_ev": -2.7,
  "total_charge": 1
}

***

- Among the records above, which one has the highest multiplicity?
  C6H17I2NO3Pd